{
  "formula": "C4H9N3O",
  "method": "ωB97M-V/def2-TZVPD",
  "elements": ["O", "N", "N", "N", "C", "C", "C", "C", "H", "H", "H", "H", "H", "H", "H", "H", "H"],
  "positions_angstrom": [[1.29703, -1.52312, 0.87753], [0.00264, -0.14476, -1.86365], [-1.09253, -1.47249, -0.45350], [1.85883, 1.70315, 1.55743], [-0.34720, -0.24217, -0.47849], [0.85753, -0.27499, 0.43716], [-1.32107, 0.94016, -0.04007], [1.32823, 0.78174, 1.04576], [-0.84027, -0.34002, -2.40053], [0.27994, 0.80636, -2.08972], [2.30254, 1.46343, 2.45072], [-2.26016, 0.84813, -0.59912], [-1.00576, -1.87396, 0.47928], [2.06928, -1.39014, 1.45333], [-1.57845, 0.89532, 1.02425], [-0.64140, -2.10285, -1.11579], [-0.90918, 1.92622, -0.28459]],
  "forces_ev_per_angstrom": [[1.033, -0.402, -0.468], [0.634, 0.751, -1.035], [-0.254, -0.789, 0.796], [3.644, 2.112, 1.597], [-1.574, 0.917, 0.937], [-1.013, 0.154, -0.050], [0.281, -0.573, -0.270], [-1.799, -2.510, -1.839], [0.116, 0.090, 0.024], [0.139, -0.150, -0.080], [-1.196, 1.233, 0.601], [0.270, -0.152, -0.006], [-0.243, -0.229, -0.342], [-0.355, -0.234, -0.335], [0.187, 0.002, -0.145], [-0.035, -0.077, 0.412], [0.165, -0.144, 0.203]],
  "e_homo_ev": -7.54,
  "fmax_ev_per_a": 4.5,
  "energy_ha": -397.21016,
  "spin_multiplicity": 1,
  "gap_ev": 7.86
}

{
  "formula": "C34H71ClFNO13S10",
  "method": "ωB97M-V/def2-TZVPD",
  "elements": ["Cl", "S", "S", "S", "S", "S", "S", "S", "S", "S", "S", "F", "O", "O", "O", "O", "O", "O", "O", "O", "O", "O", "O", "O", "O", "N", "C", "C", "C", "C", "C", "C", "C", "C", "C", "C", "C", "C", "C", "C", "C", "C", "C", "C", "C", "C", "C", "C", "C", "C", "C", "C", "C", "C", "C", "C", "C", "C", "C", "C", "H", "H", "H", "H", "H", "H", "H", "H", "H", "H", "H", "H", "H", "H", "H", "H", "H", "H", "H", "H", "H", "H", "H", "H", "H", "H", "H", "H", "H", "H", "H", "H", "H", "H", "H", "H", "H", "H", "H", "H", "H", "H", "H", "H", "H", "H", "H", "H", "H", "H", "H", "H", "H", "H", "H", "H", "H", "H", "H", "H", "H", "H", "H", "H", "H", "H", "H", "H", "H", "H", "H"],
  "positions_angstrom": [[0.31223, -0.28576, 6.76579], [-6.63578, -5.95006, -0.03423], [-6.83626, -0.29640, 5.45923], [-2.45601, -1.07269, -4.50552], [1.24801, 5.61005, -1.16855], [1.47499, 5.96858, -5.60616], [6.48442, -1.44230, 0.77505], [3.42676, -0.97508, 3.13552], [-3.95404, 3.28040, -1.23377], [9.45335, 0.28163, -4.01463], [4.18726, 1.85646, -1.49869], [-0.16054, -4.94540, -1.12985], [-2.39419, 0.16037, -3.66230], [-4.54506, -2.12525, 1.37914], [2.10988, 5.04686, -4.61483], [-2.10236, -4.32279, 5.38246], [-0.87836, -2.56668, 7.41229], [-6.94007, -6.06236, -1.49383], [2.03664, -1.48040, 2.90762], [4.87002, 0.93036, -0.54367], [-5.59106, -0.41041, 6.28014], [6.63013, -2.37269, 1.93822], [8.92742, 0.47046, -2.62798], [-0.03827, 4.84880, -1.22175], [-3.85733, 2.36413, -0.05375], [-3.70625, 0.84637, 2.26024], [1.50359, 6.12009, 0.54473], [-0.32459, -4.85091, 2.83107], [4.43039, -2.37871, 3.66093], [-3.34361, -1.41356, 3.49248], [-2.40345, -1.11801, 5.97833], [0.92367, 7.26641, -1.80928], [-8.19820, -6.10666, 0.85809], [3.44239, -0.13582, 4.73428], [-2.64106, -1.95280, 4.62423], [-7.57238, -1.94194, 5.36142], [0.10464, -5.21427, 1.38831], [-4.00202, 0.06102, 3.48315], [5.46237, 2.58800, -2.54739], [-1.07532, -1.52319, 6.76705], [-2.30976, -3.25442, 1.79066], [-2.34025, 1.44280, 2.27303], [10.13989, -1.38562, -4.11034], [8.05969, -1.42655, -0.10592], [-3.99770, -1.00962, -5.44359], [11.03803, 1.14115, -4.11382], [-2.94738, -2.43834, -3.43249], [-4.85074, 2.40061, -2.53169], [-2.35239, 3.26079, -2.06697], [-3.53201, -2.24976, 2.11943], [-0.65727, -4.58114, 0.17431], [-1.53881, -3.86462, 3.02187], [2.79586, 6.66546, -6.62135], [-8.11738, 0.41339, 6.51494], [5.56489, -2.31886, -0.50718], [0.75635, 4.94854, -6.91100], [3.43965, 0.84484, -2.79379], [-2.09372, -3.45204, 4.47986], [-1.87153, -3.60696, 0.33206], [-6.38640, -4.20059, 0.33353], [6.08431, 3.23892, -1.93160], [-5.15843, -0.12303, 3.49334], [-7.68267, -2.36132, 6.36319], [1.80976, 7.88936, -1.67438], [1.50537, 4.25469, -7.29676], [-1.49468, 0.69532, 2.48149], [-9.07292, 0.40010, 5.98745], [8.37159, -2.44871, -0.33161], [-8.54568, -1.87727, 4.87166], [0.15427, -5.25682, 3.78964], [3.40649, 7.31642, -5.99435], [-3.93232, -0.19053, -6.16108], [4.46602, 0.14216, 4.99195], [-2.30565, 2.26480, 3.08590], [0.07125, 7.70743, -1.28887], [-4.83615, 2.99162, -3.44947], [-6.28080, -4.06555, 1.41093], [11.68679, 0.82263, -3.29582], [-8.93007, -5.40453, 0.45445], [3.02604, -0.78972, 5.50282], [2.37049, 6.78101, 0.60278], [-3.12024, -3.33192, -4.03494], [0.38869, 5.58975, -7.71436], [5.54448, -1.71602, -1.41634], [-2.13826, -2.62972, -2.72675], [10.85487, 2.21342, -4.03424], [3.41748, 5.86439, -7.02556], [4.99126, 3.17819, -3.33586], [-4.13661, -1.94984, -5.98045], [6.03228, -3.28543, -0.70654], [-7.84512, 1.44477, 6.74283], [-8.03343, -5.90951, 1.91908], [9.32108, -2.10175, -4.02866], [-5.47376, -3.86969, -0.16174], [-2.41963, 3.82360, -2.99994], [0.61486, 6.63221, 0.91825], [-3.34362, -1.23244, 6.64612], [-1.61495, 3.73229, -1.41305], [-3.91707, 0.33918, 1.39197], [-7.23162, -3.61737, -0.03722], [8.80746, -0.95238, 0.53104], [-5.88381, 2.26357, -2.20741], [0.69686, 7.18645, -2.87326], [3.94746, -2.88762, 4.49845], [2.83247, 0.76538, 4.65624], [-6.91300, -2.58063, 4.77185], [2.36130, 7.25048, -7.43396], [11.51024, 0.92557, -5.07396], [5.42069, -2.02973, 3.95327], [-3.85336, -2.17404, -2.88327], [4.18552, 0.16824, -3.21560], [-2.19914, 1.99100, 1.27033], [-2.39983, -3.18124, -0.59181], [10.64169, -1.51874, -5.07057], [-4.83780, -0.83436, -4.76904], [-2.05005, 2.23155, -2.27067], [4.54417, -2.47559, -0.15476], [6.08214, 1.80237, -2.98446], [3.03508, 1.49226, -3.57413], [-0.07671, 4.38458, -6.48926], [-8.19268, -0.15521, 7.44359], [-4.39322, 1.42487, -2.70652], [-2.32785, 0.01925, 5.77909], [-8.56696, -7.12568, 0.73337], [4.52513, -3.06874, 2.82369], [10.84462, -1.54614, -3.29244], [-3.77793, 0.67306, 4.41851], [0.98927, -5.93247, 1.27685], [7.95582, -0.85312, -1.02849], [2.62991, 0.26194, -2.35262], [1.68789, 5.22914, 1.14651]],
  "forces_ev_per_angstrom": [[-1.281, -0.675, -0.254], [-0.056, 0.110, -0.213], [-0.002, -0.048, 0.222], [-0.013, 0.123, 0.163], [0.029, -0.173, -0.041], [0.150, -0.263, 0.124], [0.124, 0.225, -0.030], [-0.035, -0.233, 0.027], [0.259, -0.150, -0.175], [-0.003, 0.004, 0.183], [0.055, -0.086, 0.096], [-1.419, 1.030, 3.011], [-0.164, -0.336, -0.229], [3.773, -0.220, 2.567], [-0.112, 0.295, -0.368], [0.015, 3.222, -2.773], [-1.016, 4.418, -2.775], [-0.007, 0.103, 0.408], [0.248, 0.064, 0.155], [-0.091, 0.148, -0.431], [-0.379, -0.042, -0.117], [0.286, -0.111, -0.448], [0.226, -0.053, -0.417], [0.543, 0.593, 0.143], [-0.172, 0.220, -0.640], [0.869, -0.374, 1.261], [-0.125, 0.048, 0.114], [-2.736, 1.876, -2.807], [-0.276, -0.155, 0.363], [1.213, -0.410, 1.940], [-0.270, 0.511, -0.169], [-0.140, 0.088, -0.013], [-0.140, -0.005, 0.004], [-0.061, 0.043, 0.131], [-0.658, 0.349, -2.413], [0.013, -0.125, 0.062], [-2.590, 2.277, 1.026], [-1.335, -1.011, -0.768], [0.095, -0.023, -0.119], [0.173, -3.585, 2.054], [2.427, -1.765, -0.171], [0.127, 0.841, -0.204], [0.052, -0.086, 0.061], [-0.018, -0.108, -0.096], [-0.119, 0.038, 0.000], [0.096, 0.036, 0.068], [-0.087, -0.027, 0.093], [-0.181, -0.211, 0.014], [0.026, -0.173, 0.245], [-0.697, -0.276, -0.512], [-0.445, 0.375, 2.574], [0.374, -0.153, -2.847], [0.100, -0.005, -0.057], [-0.016, 0.017, 0.150], [-0.019, -0.160, -0.082], [-0.028, -0.085, -0.061], [-0.025, -0.086, -0.078], [0.267, -1.769, 0.635], [2.004, -1.766, 2.673], [-0.105, -0.074, -0.100], [-0.104, -0.101, 0.043], [2.096, 0.288, -0.022], [0.058, 0.085, -0.015], [0.003, -0.091, 0.008], [0.029, 0.061, 0.091], [-1.012, 0.923, -0.358], [0.089, -0.009, -0.042], [-0.077, -0.025, 0.085], [0.064, 0.069, -0.007], [-0.654, 0.593, -1.854], [-0.122, -0.075, 0.030], [0.104, -0.052, 0.095], [-0.016, -0.035, -0.100], [-0.050, -1.341, -1.105], [0.025, -0.089, 0.025], [0.042, 0.029, 0.076], [0.060, -0.045, -0.079], [-0.104, -0.030, -0.002], [0.090, -0.006, -0.051], [-0.006, -0.028, -0.105], [-0.018, -0.056, -0.071], [0.041, 0.059, -0.003], [0.020, 0.021, 0.079], [0.005, 0.082, 0.153], [0.043, 0.098, -0.168], [-0.095, -0.116, -0.002], [-0.077, -0.024, 0.071], [-0.085, -0.010, 0.083], [0.061, 0.032, 0.043], [0.056, 0.031, 0.105], [0.065, -0.103, -0.093], [0.060, -0.020, -0.058], [-0.001, 0.147, -0.005], [-0.074, -0.125, 0.097], [-0.051, 0.034, 0.070], [-0.002, -0.043, -0.071], [1.742, -0.106, -0.837], [-0.367, -0.081, -0.154], [0.188, 0.439, 0.634], [-0.005, -0.102, -0.024], [-0.150, -0.003, 0.013], [0.079, 0.104, 0.065], [0.056, -0.130, 0.092], [-0.174, 0.143, -0.012], [0.021, -0.095, -0.086], [0.028, 0.145, 0.025], [-0.031, -0.023, 0.067], [-0.082, -0.012, 0.020], [-0.080, -0.031, -0.176], [0.032, 0.077, -0.060], [0.054, 0.060, 0.077], [-0.055, -1.099, 1.654], [0.917, -0.737, 1.724], [-0.059, 0.057, 0.024], [0.088, -0.008, 0.038], [-0.191, -0.014, -0.013], [0.087, 0.113, 0.052], [-0.017, -0.033, 0.114], [0.008, 0.039, 0.093], [0.096, 0.102, 0.074], [0.074, -0.020, -0.064], [0.143, 0.098, 0.049], [-0.082, -2.048, -0.024], [0.118, 0.066, -0.040], [0.033, 0.196, 0.071], [-0.058, 0.087, 0.001], [-0.085, -1.035, -1.320], [-1.564, 1.314, -0.202], [-0.008, 0.053, 0.111], [0.077, 0.118, 0.070], [-0.021, 0.009, -0.158]],
  "e_homo_ev": -7.75,
  "fmax_ev_per_a": 5.3,
  "energy_ha": -6912.33595,
  "spin_multiplicity": 1,
  "gap_ev": 6.96
}